# 1
The following is a quantum chemistry calculation of C35H39Cl2MoN2P as an isolated structure, from OMol25.

Structure (XYZ):
```
80
Properties=species:S:1:pos:R:3:mulliken_charge:R:1
Mo -0.742 0.020 0.787 -1.923
C 2.004 -2.495 0.147 -1.291
C 2.405 -1.164 -0.489 0.678
C 3.910 -1.097 -0.732 -1.645
P 1.706 0.222 0.494 2.199
C 2.444 1.758 -0.174 0.461
C 2.102 1.891 -1.657 -1.593
C 2.006 2.964 0.653 -1.362
C 2.324 0.058 2.191 0.039
C 3.652 0.121 2.600 -0.220
C 4.006 -0.022 3.936 0.270
C 5.445 0.034 4.380 -1.644
C 2.977 -0.222 4.860 -0.956
C 1.646 -0.264 4.487 -0.722
C 1.301 -0.115 3.139 -0.113
N 0.023 -0.082 2.651 0.836
C -1.194 -0.102 3.362 -1.222
C -1.929 -1.296 3.495 1.045
C -1.356 -2.628 3.097 -1.356
C -3.204 -1.234 4.051 -0.585
C -3.752 -0.039 4.488 0.804
C -5.130 -0.005 5.090 -1.620
C -2.997 1.129 4.381 -0.868
C -1.729 1.124 3.831 1.362
C -0.904 2.375 3.758 -1.002
H 2.275 -3.315 -0.521 0.512
H 0.927 -2.554 0.311 0.068
H 2.515 -2.640 1.102 0.242
H 1.883 -1.078 -1.442 0.113
H 4.470 -1.189 0.200 0.291
H 4.218 -0.179 -1.234 0.364
H 4.206 -1.935 -1.367 0.474
H 3.527 1.638 -0.067 0.600
H 1.021 1.856 -1.807 0.237
H 2.541 1.090 -2.254 0.352
H 2.476 2.841 -2.045 0.487
H 0.924 3.101 0.601 0.003
H 2.487 3.867 0.271 0.515
H 2.281 2.849 1.703 0.266
H 4.435 0.303 1.872 0.216
H 6.106 0.253 3.541 0.341
H 5.766 -0.916 4.814 0.336
H 5.600 0.806 5.136 0.358
H 3.230 -0.333 5.910 0.394
H 0.866 -0.395 5.229 0.526
H -0.918 -3.124 3.967 0.355
H -0.569 -2.534 2.352 -0.030
H -2.136 -3.274 2.695 0.427
H -3.785 -2.147 4.129 0.429
H -5.770 -0.771 4.652 0.384
H -5.603 0.966 4.942 0.403
H -5.085 -0.189 6.166 0.302
H -3.413 2.067 4.736 0.410
H -1.412 3.201 4.254 0.423
H -0.711 2.651 2.720 -0.009
H 0.067 2.224 4.235 0.368
C -1.244 1.659 0.342 0.361
C -1.774 2.985 0.190 1.005
C -2.897 3.342 0.958 -0.481
C -3.430 4.617 0.882 -0.617
C -2.861 5.573 0.048 -0.490
C -1.757 5.230 -0.718 -0.680
C -1.219 3.953 -0.658 -0.111
H -3.341 2.602 1.613 0.487
H -4.295 4.868 1.484 0.379
H -3.280 6.570 -0.007 0.384
H -1.308 5.962 -1.379 0.397
H -0.364 3.707 -1.273 0.388
Cl -0.002 -2.295 -2.924 -0.224
C -1.493 -2.838 -2.210 0.775
C -2.151 -3.893 -2.813 -0.649
C -3.361 -4.342 -2.303 -0.377
C -3.894 -3.708 -1.191 -0.708
C -3.221 -2.659 -0.597 0.795
Cl -3.930 -1.887 0.790 -0.136
C -1.986 -2.180 -1.062 -0.809
N -1.351 -1.178 -0.428 -0.606
H -1.708 -4.352 -3.687 0.417
H -3.884 -5.166 -2.769 0.361
H -4.840 -4.024 -0.771 0.410
```

Output
- ΔE to the lowest compared entry with this formula, charge and spin (kcal/mol) = 0.00
- E_tot (eV) = -76097.81562

=====

# 2
The following is a quantum chemistry calculation of C35H39Cl6N7O5V as an isolated structure, from OMol25.

Structure (XYZ):
```
93
Properties=species:S:1:pos:R:3:mulliken_charge:R:1
O 3.502 0.288 -0.984 -0.415
V 3.005 -1.082 -0.418 1.021
C -0.992 -2.345 -0.102 -1.662
C -0.568 -0.978 -0.631 0.964
C -1.175 0.102 0.238 -0.977
O 0.794 -0.733 -0.788 0.662
H -2.080 -2.370 -0.032 0.560
H -0.734 -2.608 0.923 -0.121
H -0.678 -3.195 -0.709 0.288
H -1.137 -0.848 -1.552 -0.062
H -0.910 1.085 -0.153 -0.026
H -0.847 0.054 1.277 -0.142
H -2.262 0.036 0.289 0.577
N 2.425 -4.242 0.605 0.859
O 3.381 -4.942 0.614 -0.657
O 1.346 -4.773 0.794 -0.645
O 2.570 -3.071 0.480 -0.510
N -2.836 -1.912 5.547 -0.614
C -3.105 -2.518 4.355 -0.332
C -2.141 -3.247 3.632 -0.251
C -0.856 -3.329 4.081 -0.161
C -0.572 -2.725 5.306 -0.472
C -1.539 -2.044 6.000 -0.233
H -4.151 -2.538 4.087 0.404
H -2.371 -3.701 2.680 0.407
H -0.162 -3.850 3.438 0.511
H 0.398 -2.835 5.767 0.393
H -1.243 -1.524 6.900 0.373
N -5.229 0.910 2.272 -0.455
C -6.325 1.576 1.899 -0.373
C -6.307 2.638 0.961 -0.374
C -5.074 3.109 0.494 -0.575
C -3.918 2.426 0.908 -0.111
C -4.019 1.355 1.768 -0.307
H -7.257 1.256 2.341 0.365
H -7.190 3.189 0.674 0.386
H -4.947 3.938 -0.188 0.446
H -2.925 2.736 0.618 0.492
H -3.122 0.851 2.096 0.593
N 2.540 1.398 -3.833 -0.158
C 1.632 2.009 -3.033 -0.064
C 1.462 3.366 -2.920 -0.966
C 2.341 4.167 -3.644 -0.198
C 3.257 3.597 -4.518 -0.532
C 3.376 2.240 -4.548 -0.334
H 1.038 1.286 -2.494 0.567
H 0.690 3.771 -2.282 0.485
H 2.306 5.240 -3.519 0.401
H 3.969 4.223 -5.035 0.354
H 4.150 1.732 -5.104 0.388
N 2.122 3.168 0.490 -0.193
C 1.027 2.708 1.122 0.061
C 0.038 3.536 1.708 -0.698
C 0.202 4.927 1.650 -0.656
C 1.265 5.431 0.940 -0.393
C 2.207 4.534 0.416 -0.640
H 0.958 1.630 1.107 0.651
H -0.825 3.116 2.204 0.601
H -0.538 5.627 2.008 0.416
H 1.343 6.497 0.789 0.425
H 3.072 4.814 -0.166 0.471
N 3.363 -2.326 -2.259 0.186
C 2.569 -2.189 -3.394 -0.281
C 2.697 -3.032 -4.490 -1.032
C 3.536 -4.122 -4.408 0.002
C 4.314 -4.350 -3.246 -0.923
C 4.142 -3.460 -2.189 0.074
H 1.859 -1.377 -3.456 0.428
H 2.057 -2.850 -5.341 0.533
H 3.699 -4.871 -5.169 0.392
H 4.953 -5.216 -3.170 0.420
H 4.677 -3.486 -1.252 0.361
N 2.927 -0.196 1.652 0.037
C 1.745 -0.542 2.236 -0.526
C 1.229 -0.006 3.401 -0.320
C 1.983 0.966 4.073 -0.899
C 3.078 1.464 3.403 -0.287
C 3.528 0.816 2.233 -0.386
H 1.126 -1.322 1.818 0.553
H 0.336 -0.357 3.896 0.559
H 1.595 1.487 4.935 0.433
H 3.625 2.305 3.802 0.453
H 4.464 1.206 1.862 0.407
C -2.605 -3.547 -3.234 0.733
Cl -3.869 -2.862 -4.309 -0.131
Cl -1.046 -3.547 -4.016 -0.088
Cl -3.016 -5.137 -2.576 -0.133
H -2.572 -2.847 -2.399 -0.378
C -3.703 1.270 -2.982 1.111
Cl -5.161 0.271 -2.836 -0.127
Cl -4.051 3.043 -3.165 -0.152
Cl -2.660 0.574 -4.212 -0.092
H -3.200 1.087 -2.032 -0.742
```

Output
- ΔE to the lowest compared entry with this formula, charge and spin (kcal/mol) = 43.12
- expectation value of S² = 0.78
- E_tot (eV) = -158412.35285
- 2S+1 = 2

=====

# 3
The following is a quantum chemistry calculation of C35H39CoN4O3P as an isolated structure, from OMol25.

Structure (XYZ):
```
83
Properties=species:S:1:pos:R:3:mulliken_charge:R:1
Co 0.131 -0.311 0.660 0.120
O -0.911 -1.502 1.626 -0.020
C -0.664 -2.772 1.758 -0.195
C -1.731 -3.687 1.850 -0.945
C -1.496 -5.025 2.054 -0.488
C -0.189 -5.526 2.175 -0.831
C 0.864 -4.660 2.069 -0.649
C 0.655 -3.283 1.853 1.437
C 1.778 -2.430 1.676 -0.872
N 1.730 -1.169 1.417 0.987
C 2.966 -0.446 1.153 -1.139
C 2.846 0.347 -0.142 -1.230
N 1.452 0.732 -0.375 1.212
C 1.170 1.176 -1.545 -0.685
C -0.111 1.620 -1.994 0.273
C -0.215 2.282 -3.232 -0.657
C -1.423 2.728 -3.703 -0.958
C -2.579 2.480 -2.947 -0.620
C -2.512 1.817 -1.745 -0.606
C -1.275 1.381 -1.225 0.735
O -1.243 0.775 -0.074 -0.369
H -2.733 -3.291 1.752 0.475
H -2.334 -5.708 2.124 0.440
H -0.023 -6.581 2.344 0.415
H 1.882 -5.031 2.142 0.397
H 2.761 -2.904 1.737 0.329
H 3.823 -1.122 1.100 0.629
H 3.147 0.240 1.982 0.148
H 3.216 -0.238 -0.987 0.572
H 3.461 1.247 -0.066 0.623
H 1.976 1.222 -2.284 0.413
H 0.689 2.457 -3.807 0.457
H -1.486 3.262 -4.640 0.458
H -3.540 2.809 -3.322 0.426
H -3.405 1.600 -1.172 0.410
C 0.990 1.108 3.718 -1.962
P -0.143 1.294 2.310 2.335
C -1.783 1.426 3.054 0.691
C -2.894 1.694 2.249 -0.325
C -4.133 1.916 2.827 -0.968
C -4.293 1.802 4.201 -0.598
C -3.212 1.448 4.994 -0.756
C -1.959 1.271 4.428 -0.851
C 0.277 2.932 1.644 0.523
C -0.677 3.838 1.189 -0.443
C -0.284 5.033 0.602 -0.700
C 1.060 5.339 0.461 -0.686
C 2.019 4.445 0.919 -0.776
C 1.629 3.249 1.496 -0.615
H 0.894 1.945 4.407 0.480
H 2.013 1.059 3.357 0.385
H 0.775 0.165 4.222 0.513
H -2.784 1.698 1.175 0.314
H -4.980 2.172 2.204 0.467
H -5.259 1.979 4.655 0.414
H -3.338 1.314 6.060 0.431
H -1.124 1.022 5.067 0.397
H -1.731 3.633 1.311 0.429
H -1.037 5.726 0.252 0.457
H 1.360 6.270 -0.001 0.410
H 3.072 4.673 0.817 0.463
H 2.392 2.559 1.838 0.392
C 2.703 -2.818 -1.596 -0.855
N 1.848 -2.097 -2.524 0.691
C 2.267 -2.076 -3.924 -0.783
C 1.168 -2.655 -4.791 -0.659
C -0.052 -1.783 -4.590 -0.655
N -0.330 -1.589 -3.170 0.468
C -1.711 -1.261 -2.853 -1.217
C 0.555 -1.820 -2.175 -0.241
O 0.205 -1.774 -0.975 -0.764
H 3.695 -2.362 -1.561 0.365
H 2.811 -3.862 -1.904 0.431
H 2.249 -2.789 -0.614 -0.009
H 3.193 -2.642 -4.009 0.470
H 2.470 -1.044 -4.229 0.244
H 0.955 -3.680 -4.480 0.293
H 1.461 -2.665 -5.840 0.397
H -0.935 -2.232 -5.046 0.408
H 0.107 -0.809 -5.065 0.294
H -1.999 -0.343 -3.366 0.323
H -1.815 -1.130 -1.783 0.152
H -2.371 -2.071 -3.172 0.534
```

Output
- ΔE to the lowest compared entry with this formula, charge and spin (kcal/mol) = 0.00
- E_tot (eV) = -95943.83477
- total charge = +1